No. 1
69
Properties=species:S:1:pos:R:3:forces:R:3:mulliken_charge:R:1 method="wB97M-V/def2-TZVPD" homo_ev=-5.09 multiplicity=1 charge=-1 e_above_lowest_kcal_mol=9.6 orbital_gap_ev=4.814
S -0.140487 -1.279067 -0.336186 -0.395 -0.214 0.100 -0.828
C 4.619403 -2.577716 -1.726549 0.008 -0.052 -0.016 -1.780
Cl -2.508471 0.630030 -3.020698 -0.133 0.174 -0.099 -0.228
H 0.758042 3.790410 -2.069378 0.024 0.004 -0.002 0.443
H 2.479546 -3.866720 -2.995320 0.007 0.003 -0.019 0.466
H 3.755766 -1.206280 3.568565 0.012 -0.007 -0.021 0.369
C -3.721613 -2.451683 4.223942 -0.456 -0.542 -0.230 0.352
H 1.466394 1.877857 -3.619836 -0.019 -0.005 -0.005 0.564
Br -5.527743 -3.442392 0.503169 -0.033 -0.066 -0.008 -0.049
C -3.798450 -1.441534 1.517348 -0.103 -0.619 0.131 0.515
C -3.415328 2.693622 -1.496763 0.014 0.079 0.048 -0.669
O -2.274627 0.172579 2.323735 -0.251 0.369 0.348 -0.509
H 3.224919 -3.130184 0.624341 0.034 0.013 -0.002 0.258
H 0.447152 0.806670 -2.647099 -0.056 -0.016 0.024 0.083
C 1.836016 2.007077 -1.504319 0.093 -0.258 0.074 1.863
O 1.893365 1.162117 -0.346175 -0.071 -0.062 0.098 0.440
H 0.987486 1.262311 3.757404 -0.034 0.002 -0.014 0.501
C -3.468607 2.048468 -2.764888 0.015 -0.078 0.021 0.667
C 1.071910 -1.508196 3.263896 -0.056 0.022 0.116 -1.256
C 1.450483 1.218089 -2.749086 -0.041 0.062 -0.070 -1.325
H 4.900865 -3.577699 -2.064546 0.004 0.004 -0.009 0.414
H 1.682244 -3.502254 -0.151909 -0.007 0.048 -0.017 0.274
C -4.271596 2.520240 -3.795224 0.015 -0.109 -0.135 0.008
Cl -6.021039 5.718301 -2.180138 0.067 -0.094 -0.016 -0.209
Au -1.644465 0.477759 -0.159922 0.867 0.432 -0.769 1.480
C 1.189042 0.946238 2.730295 -0.026 0.040 0.120 -1.437
C -4.556503 -2.675944 1.896599 0.243 0.541 -0.271 -0.238
Br -5.516421 -4.651078 3.626425 -0.020 -0.048 -0.031 -0.139
Br -3.794072 -3.165294 5.957723 0.035 0.026 0.039 -0.130
H 5.186926 -2.337044 -0.827078 -0.008 0.008 0.026 0.374
C 2.761817 -3.460626 -0.305538 0.039 -0.135 0.010 -1.529
C -4.246418 3.845175 -1.376486 0.020 0.039 0.065 0.442
O 2.865059 -1.158005 -1.071667 -0.092 0.209 0.022 -0.757
H 1.107785 3.663591 -0.334998 0.006 -0.004 0.010 0.308
H 3.954757 1.814319 -1.876468 -0.009 -0.027 0.018 0.338
O -2.695059 2.352381 -0.498598 0.016 -0.428 0.059 -1.135
H 4.880834 -1.857111 -2.502160 0.006 0.014 -0.011 0.341
C 3.219883 -0.255560 3.565015 0.070 -0.014 0.017 -1.962
C -5.038778 4.306684 -2.408084 -0.133 0.184 0.035 0.043
H -0.170502 2.680425 -1.054375 -0.056 -0.063 0.010 0.163
C 3.124291 -2.506633 -1.439892 -0.091 0.039 0.128 1.836
H 3.249085 3.328007 -2.477370 -0.003 0.005 -0.015 0.419
H 0.147711 -1.573243 2.685079 0.077 0.005 -0.043 0.036
Cl -4.289774 1.687927 -5.317482 -0.007 0.068 0.110 -0.215
H 3.524764 3.102651 -0.739580 -0.002 0.006 0.011 0.312
C -4.526937 -3.130165 3.151699 0.244 0.094 0.634 0.297
H 1.608905 -2.453152 3.166167 -0.009 -0.031 0.005 0.293
C 3.229831 2.601218 -1.662285 0.061 0.024 -0.051 -1.913
Br -1.995917 -0.427505 5.245504 -0.008 -0.047 0.042 -0.064
O -3.769805 -1.021982 0.395799 -0.383 0.117 -0.045 -0.492
C 0.819354 3.100154 -1.224498 -0.024 0.113 0.024 -1.464
H 2.991419 0.019043 4.596846 -0.039 -0.007 0.004 0.410
H 2.638519 -2.177827 -3.514961 -0.007 0.013 -0.012 0.348
C 2.323409 -2.827111 -2.696238 0.003 -0.075 -0.041 -1.606
C 1.949081 -0.375034 2.734986 -0.273 -0.033 -0.066 1.921
C -2.960560 -0.768654 2.602856 0.104 -0.416 0.479 0.286
C -5.064278 3.650120 -3.635868 -0.073 0.033 -0.114 0.302
Si 1.750489 -0.447445 -0.078947 0.383 0.125 -0.063 0.600
Cl -6.061213 4.229518 -4.930636 0.066 -0.035 0.084 -0.222
C -2.980280 -1.371543 3.972083 0.062 0.461 -0.492 -0.054
Cl -4.217895 4.661110 0.148651 -0.006 -0.038 -0.077 -0.204
H 1.771657 1.718425 2.227955 0.036 -0.002 0.023 0.243
H 3.116868 -4.468251 -0.537272 -0.028 0.002 -0.008 0.531
H 0.815208 -1.355600 4.315987 0.048 0.023 -0.034 0.379
H 2.145820 0.396404 -2.916909 0.044 0.013 0.003 0.135
H 3.873182 0.505695 3.137701 0.001 0.018 -0.020 0.394
H 0.234514 0.850434 2.209837 0.028 -0.014 -0.021 0.145
H 1.260015 -2.667619 -2.516936 0.002 0.005 0.032 0.226
O 2.363004 -0.728873 1.422746 0.200 0.104 -0.121 -0.405



No. 2
66
Properties=species:S:1:pos:R:3:forces:R:3:mulliken_charge:R:1 method="wB97M-V/def2-TZVPD" homo_ev="-1.53 / -5.59" multiplicity=2 charge=-1 orbital_gap_ev="2.303 / 6.361"
C 3.846552 -1.179923 -1.031059 0.063 2.234 -1.740 -0.550
C -6.183118 -4.006133 2.443831 -0.142 -0.820 0.705 -0.187
H 4.256902 -0.945983 4.704711 -0.407 0.196 0.066 0.404
Br -0.585618 -1.179103 -5.542009 -0.235 -0.371 -0.277 -0.163
C 2.055422 -0.185293 -2.985299 -0.546 -1.451 0.123 0.302
H -3.426848 1.042757 -0.406269 -0.108 -0.081 0.254 0.498
H -2.705028 -0.095563 -3.680019 -0.094 0.430 -0.036 0.220
O 2.005982 1.865257 1.177741 -0.622 0.196 0.025 -0.402
H 4.810452 6.357027 1.666661 0.233 -0.311 -0.168 0.408
O 3.496602 2.926227 -2.039699 2.863 2.452 2.344 -0.731
C -2.416488 0.724627 -0.195619 1.844 0.718 -0.816 -1.009
Br 2.076672 -1.530573 2.713041 -0.023 0.503 0.428 -0.193
C 4.428082 5.643217 0.937021 -0.444 -0.198 -1.273 -0.617
O -5.944088 -1.691663 4.155531 -0.115 -0.134 -1.667 -0.515
H -1.802458 2.661507 0.514671 0.309 -0.007 0.250 0.490
H 3.635852 6.092047 0.337841 0.279 0.441 -0.164 0.408
H 4.601442 -1.540843 -0.348219 -0.147 0.038 0.242 0.442
H -0.305458 -1.886113 -0.948249 0.124 0.204 -0.499 0.520
N 2.720382 2.154407 -2.532069 -0.386 -4.920 -0.863 0.894
C -4.913168 -5.215713 0.884031 1.064 -2.098 -0.947 -0.245
O -5.303818 -0.527873 2.389871 -1.151 -3.586 1.347 -0.507
C 3.764512 4.430907 1.483621 -0.028 -0.045 0.794 -0.182
C 2.942362 0.702667 -2.376439 -0.506 1.766 0.207 -0.631
H -3.300968 -0.107293 -5.395449 -0.969 0.032 0.705 0.401
Br 4.157172 1.478237 5.483101 0.224 -0.123 0.640 -0.197
C -1.941638 -0.486093 -0.710539 -0.971 -0.208 -0.326 -0.648
H -1.616368 1.036227 -6.305129 0.133 -0.540 -0.234 0.457
H -6.646358 -6.053673 1.918421 0.111 -0.018 -0.165 0.383
H -3.482678 -2.241153 1.351651 -0.102 0.288 0.257 0.458
H -4.738388 -6.082923 0.264521 -0.120 -0.419 0.054 0.331
H 1.269272 -0.417493 -0.099349 0.514 0.682 0.775 0.883
Br -3.503948 2.274547 -4.474289 0.282 -1.063 0.111 -0.175
N 0.830642 2.192267 1.112071 -0.583 -1.712 -0.649 1.072
H 4.505242 0.827807 -0.889919 0.106 0.360 -0.277 0.390
H 4.389292 0.265107 3.383011 0.031 -0.263 0.060 0.289
C 2.046732 -1.547343 -2.627219 0.278 1.458 0.604 0.014
C -5.973788 -5.222443 1.766391 0.181 2.416 0.096 -0.690
N -5.610988 -1.629543 2.972751 1.693 2.674 0.107 0.810
C -2.740248 0.432947 -4.632669 -0.198 -0.016 -0.835 -0.391
C 2.948472 -2.022353 -1.646059 -0.592 -0.866 0.068 -0.512
H 3.433062 3.740447 0.708051 0.418 -0.102 0.115 -0.036
C -1.439808 0.536567 -5.352619 1.390 1.484 0.288 -0.611
O 0.342782 3.208297 1.555751 0.307 0.428 0.112 -0.686
H 1.190182 -2.106353 -2.973969 0.265 -0.506 -0.252 0.349
C 2.360862 0.032617 3.985241 -0.131 -1.776 -0.827 -0.321
H -6.938508 -4.021093 3.215561 -0.236 0.551 -0.059 0.381
C -1.468398 1.660227 0.286101 -0.573 -1.305 0.301 -0.634
Br 5.777602 5.055667 -0.379739 -0.081 0.576 0.486 -0.157
C 0.261072 -0.038623 -0.019379 0.646 0.254 -0.539 0.717
H 2.970962 -3.021213 -1.235959 -0.499 -0.467 -0.485 0.307
H 2.008032 0.884387 3.403791 0.504 0.032 0.233 0.074
C 3.851942 -0.024693 4.286001 -0.633 1.140 -0.528 -0.486
O 1.826182 2.536447 -3.301949 -1.819 0.125 -1.249 -0.796
C -0.613668 -0.883673 -0.690329 -0.921 0.909 1.681 -1.158
H 1.665372 -0.203963 4.790501 0.444 0.183 0.123 0.414
H -2.959918 -4.343093 0.318781 -0.307 -0.298 -0.460 0.446
H -2.657268 -1.112413 -1.222409 -0.237 -0.266 0.048 0.855
H -0.660028 1.130547 -4.875909 -0.252 0.073 0.372 0.293
C -4.194138 -3.044333 1.474651 0.175 -0.186 -0.438 -0.069
Br 4.984812 3.567297 2.753681 -0.330 -0.172 -0.256 -0.181
C -3.927288 -4.254803 0.790801 -1.187 2.106 1.689 -0.710
C -5.343398 -2.910473 2.258931 0.176 -0.417 -0.541 0.115
C 3.855902 0.171257 -1.450019 0.613 -0.325 1.484 -0.292
H 1.296662 0.187487 -3.657409 0.094 0.096 -0.028 -0.094
H 2.885312 4.729607 2.054491 0.068 -0.117 0.160 0.320
C -0.154928 1.211207 0.482421 0.263 0.142 -0.754 -0.566